A 2-piece molecular cluster, C8H5F3N4 overall at a distorted geometry. Source: the OMol25 dataset; level of theory: the ωB97M-V functional and the def2-TZVPD basis.

The geometry in XYZ format:
```
20
Properties=species:S:1:pos:R:3
F 1.2795 -3.4349 1.9432
F -0.6813 -3.0363 1.0691
F 0.6433 -4.5246 0.2024
N 1.6389 -2.0838 -0.5071
N 2.7128 -3.2970 -2.3360
N 0.1499 -0.6133 0.0669
N 1.1490 -0.9108 -0.5959
C -1.5111 0.9398 0.6410
C -0.4026 0.6965 -0.0579
C 2.2010 -2.6852 -1.5258
C -2.0489 2.2499 0.7297
C -0.0957 3.0029 -0.6087
C -1.3147 3.2952 0.1103
C 0.2859 1.6959 -0.6848
C 0.5881 -3.4007 0.8509
H -1.9518 0.1871 1.2850
H -1.6187 4.3706 -0.0208
H -2.8986 2.4166 1.4424
H 0.5805 3.8661 -0.9532
H 1.2944 1.2656 -1.0506
```

Results
- HOMO-LUMO gap (spin up / spin down) (eV) = 7.8 / 7.8
- E_LUMO (spin up / spin down) (eV) = -1.3138 / -1.3104
- charge = 0